1.
{
  "formula": "C6H4ClFN2",
  "method": "ωB97M-V with the def2-TZVPD basis set",
  "de_lowest_kj_mol": 291.8,
  "total_energy_ha": -900.415445,
  "max_force_ev_per_a": 4.50,
  "homo_lumo_gap_ev": [7.76, 7.85],
  "species": ["Cl", "F", "N", "N", "C", "C", "C", "C", "C", "C", "H", "H", "H", "H"],
  "coordinates": [[-3.573, 0.373, 1.323], [1.351, -1.675, 1.024], [-3.367, -1.535, -1.725], [-1.659, 1.134, -0.262], [-2.909, -0.750, -1.011], [-2.441, 0.100, 0.015], [0.124, -1.094, 0.467], [0.452, -0.093, -0.555], [-1.006, -1.620, 0.866], [-0.439, 1.071, -0.528], [1.388, 0.401, -0.051], [1.004, -0.362, -1.465], [-1.298, -2.316, 1.627], [-0.030, 2.029, -0.843]],
  "mulliken_charge": [-0.138, -0.326, -0.395, -0.433, 0.409, 0.163, 0.567, -0.556, -0.689, -0.006, 0.252, 0.373, 0.359, 0.420]
}

---

2.
{
  "formula": "C28H30BFN11O3Pd",
  "method": "ωB97M-V with the def2-TZVPD basis set",
  "spin_multiplicity": 6,
  "de_lowest_kj_mol": 58.0,
  "charge": 4,
  "s_squared": 8.8119,
  "total_energy_ha": -2164.169902,
  "max_force_ev_per_a": 2.21,
  "homo_lumo_gap_ev": [7.08, 3.78],
  "species": ["Pd", "F", "O", "O", "O", "N", "N", "N", "N", "N", "N", "N", "N", "N", "N", "N", "C", "C", "C", "C", "C", "C", "C", "C", "C", "C", "C", "C", "C", "C", "C", "C", "C", "C", "C", "C", "C", "C", "C", "C", "C", "C", "C", "C", "B", "H", "H", "H", "H", "H", "H", "H", "H", "H", "H", "H", "H", "H", "H", "H", "H", "H", "H", "H", "H", "H", "H", "H", "H", "H", "H", "H", "H", "H", "H"],
  "coordinates": [[-0.116, 2.943, -0.662], [2.027, -3.772, -0.664], [-4.325, 1.551, -0.575], [-2.253, 2.374, -1.028], [-0.261, 0.553, -0.719], [0.734, 4.204, 2.037], [-0.018, 5.066, -0.852], [0.092, -5.764, -0.808], [-3.253, -2.282, -0.630], [2.016, 3.108, -0.560], [2.564, 6.102, 1.667], [0.709, 5.749, 0.051], [3.390, 6.764, 0.684], [-0.056, 3.266, 1.473], [0.435, -8.380, 0.210], [2.541, 4.003, 0.298], [-4.742, -3.688, -2.065], [-1.605, -4.034, -0.694], [3.018, 2.398, -1.059], [1.545, -7.787, -0.615], [3.883, 3.843, 0.335], [-0.829, -6.811, -1.291], [-3.537, -0.967, -0.665], [0.759, -3.424, -0.647], [0.511, 4.206, 3.371], [-1.200, -0.230, -0.681], [-0.899, -1.706, -0.642], [2.775, 6.589, 2.840], [3.797, 7.619, 2.718], [-0.699, 5.951, -1.571], [-2.615, 0.049, -0.711], [-0.439, 3.263, 3.674], [-4.390, -3.247, -0.654], [0.432, -2.099, -0.621], [-0.766, 2.702, 2.441], [4.109, 7.636, 1.334], [-3.068, 1.521, -0.802], [-0.250, -4.462, -0.713], [1.480, -6.263, -0.591], [-0.413, 7.246, -1.141], [0.477, 7.075, -0.116], [-1.934, -2.699, -0.652], [-0.935, -7.989, -0.320], [4.231, 2.827, -0.518], [1.625, 5.007, 1.038], [5.222, 2.465, -0.735], [-5.068, -2.841, -2.670], [2.500, -8.110, -0.204], [2.833, 1.630, -1.794], [4.814, 8.268, 0.813], [2.146, -5.901, -1.372], [-1.356, -8.843, -0.845], [-1.568, -7.765, 0.535], [-4.138, -4.084, -0.007], [1.459, -8.199, -1.618], [-1.484, 1.930, 2.212], [-0.844, 3.029, 4.645], [0.522, -9.400, 0.232], [4.520, 4.452, 0.956], [-4.593, -0.734, -0.676], [1.848, -5.872, 0.355], [0.949, 7.825, 0.499], [-5.227, -2.744, -0.178], [4.174, 8.261, 3.504], [-1.820, -6.423, -1.475], [-3.898, -4.162, -2.573], [-0.448, -7.142, -2.259], [-1.359, 5.632, -2.363], [-0.797, 8.173, -1.528], [2.263, 6.275, 3.733], [1.016, 4.866, 4.051], [0.535, -8.079, 1.182], [-5.565, -4.402, -2.026], [1.216, -1.351, -0.605], [-2.394, -4.763, -0.692]],
  "lowdin_spin": [1.481, 0.064, 0.800, 0.041, 0.111, 0.008, 0.125, 0.276, -0.012, 0.118, 0.112, 0.011, 0.219, 0.131, 0.000, 0.009, 0.000, 0.047, 0.012, 0.001, 0.004, 0.022, 0.017, 0.172, -0.001, 0.039, 0.199, 0.162, 0.435, 0.013, 0.064, 0.003, 0.000, -0.018, 0.008, 0.026, 0.084, 0.088, 0.021, 0.005, 0.004, 0.027, 0.008, 0.004, 0.005, 0.001, 0.000, 0.000, 0.001, -0.003, 0.010, 0.000, 0.000, 0.000, 0.000, 0.000, 0.001, 0.000, 0.002, 0.001, 0.006, 0.001, 0.000, 0.017, 0.000, 0.000, 0.011, 0.001, 0.001, 0.004, 0.000, 0.000, 0.000, -0.003, 0.001]
}

---

3.
{
  "formula": "C11H15Cl2NO6",
  "method": "ωB97M-V with the def2-TZVPD basis set",
  "de_lowest_kj_mol": 83.0,
  "total_energy_ha": -1854.700101,
  "max_force_ev_per_a": 2.34,
  "homo_lumo_gap_ev": 9.76,
  "species": ["Cl", "Cl", "O", "O", "O", "O", "O", "O", "N", "C", "C", "C", "C", "C", "C", "C", "C", "C", "C", "C", "H", "H", "H", "H", "H", "H", "H", "H", "H", "H", "H", "H", "H", "H", "H"],
  "coordinates": [[4.120, -0.266, -0.374], [1.592, 0.647, 0.960], [-1.944, -1.638, 2.571], [-1.526, -3.443, 3.675], [-2.364, -3.629, 1.586], [-1.068, 1.112, -2.511], [-0.156, 1.902, -4.390], [-1.046, 1.088, -0.264], [1.570, 3.753, -2.760], [-1.596, -4.865, 3.789], [0.888, 1.837, -1.342], [-3.944, -0.985, 1.324], [2.028, 1.724, -0.393], [3.170, 0.981, -1.240], [-0.443, 1.158, -1.275], [4.160, 1.947, -1.901], [0.782, 2.670, -2.382], [-0.283, 2.025, -3.220], [-1.982, -2.965, 2.514], [-2.432, -0.948, 1.405], [-1.970, -1.353, 0.506], [-4.292, -0.391, 0.480], [-1.097, -5.134, 4.715], [2.455, 2.662, -0.064], [2.669, 0.444, -2.029], [-4.383, -0.591, 2.242], [-1.091, -5.351, 2.957], [-4.310, -2.004, 1.201], [-2.099, 0.077, 1.505], [1.433, 4.474, -2.063], [4.001, 2.965, -1.546], [5.194, 1.705, -1.697], [4.043, 1.983, -2.981], [2.561, 3.593, -2.839], [-2.636, -5.186, 3.839]],
  "mulliken_charge": [-0.159, -0.133, -0.366, -0.346, -0.553, -0.325, -0.478, -0.405, -0.578, -0.643, -0.263, -1.205, 0.428, 0.129, 0.039, -1.495, 0.167, 0.499, 0.762, 0.037, 0.242, 0.351, 0.223, 0.476, 0.336, 0.317, 0.295, 0.320, 0.284, 0.347, 0.362, 0.445, 0.329, 0.268, 0.292]
}

---

4.
{
  "formula": "CH5NO2S2",
  "method": "ωB97M-V with the def2-TZVPD basis set",
  "de_lowest_kj_mol": 236.5,
  "total_energy_ha": -1042.647475,
  "max_force_ev_per_a": 4.48,
  "homo_lumo_gap_ev": 9.82,
  "species": ["S", "S", "O", "O", "N", "C", "H", "H", "H", "H", "H"],
  "coordinates": [[-0.424, -1.196, -0.799], [-1.086, 1.186, 0.699], [-0.471, -1.363, -2.411], [0.883, -1.661, -0.359], [-0.472, 0.561, -0.756], [0.199, 0.521, 1.802], [0.248, 1.000, -1.224], [1.152, 1.243, 1.678], [-0.268, 0.618, 2.729], [0.529, -0.433, 1.387], [-0.288, -0.476, -2.745]],
  "mulliken_charge": [0.645, -0.008, -0.426, -0.528, -0.442, -0.673, 0.306, 0.219, 0.281, 0.272, 0.354]
}

---

5.
{
  "formula": "C39H30BLuN13O4S",
  "method": "ωB97M-V with the def2-TZVPD basis set",
  "spin_multiplicity": 2,
  "de_lowest_kj_mol": 88.3,
  "charge": 2,
  "s_squared": 0.7886,
  "total_energy_ha": -4175.203522,
  "max_force_ev_per_a": 3.76,
  "homo_lumo_gap_ev": [5.76, 3.00],
  "species": ["Lu", "S", "O", "O", "O", "O", "N", "N", "N", "N", "N", "N", "N", "N", "N", "N", "N", "N", "N", "C", "C", "C", "C", "C", "C", "C", "C", "C", "C", "C", "C", "C", "C", "C", "C", "C", "C", "C", "C", "C", "C", "C", "C", "C", "C", "C", "C", "C", "C", "C", "C", "C", "C", "C", "C", "C", "C", "C", "B", "H", "H", "H", "H", "H", "H", "H", "H", "H", "H", "H", "H", "H", "H", "H", "H", "H", "H", "H", "H", "H", "H", "H", "H", "H", "H", "H", "H", "H", "H"],
  "coordinates": [[0.086, 1.003, 1.770], [-3.263, 3.336, -1.202], [-2.066, 1.056, 1.540], [-5.177, 2.990, -0.490], [-3.268, 2.674, -2.479], [0.505, -5.662, -9.508], [0.741, 1.260, -0.467], [0.037, 0.345, 4.040], [0.788, 1.036, 5.071], [-2.425, 2.550, -0.074], [0.507, -1.090, 0.990], [-0.032, 3.113, 2.700], [0.395, -3.441, -3.430], [0.483, -1.481, -4.538], [2.522, 4.262, 6.064], [2.685, 1.876, 3.586], [2.227, 2.936, 5.974], [0.700, 3.414, 3.889], [2.403, 1.224, 2.328], [-5.786, -0.800, 1.101], [3.244, 2.217, 6.617], [3.975, 2.422, 3.481], [4.101, 3.125, 7.199], [1.574, -5.437, -10.465], [0.342, -2.779, -4.663], [-2.951, 1.617, 0.738], [0.496, -4.858, -8.453], [4.441, 2.159, 2.197], [0.549, 0.095, -1.116], [-0.443, -4.553, -6.237], [0.611, -2.256, 1.726], [3.476, 1.329, 1.584], [-1.261, 4.563, 3.915], [0.550, -2.443, -1.060], [-0.041, 4.357, 4.592], [0.349, -3.435, -5.923], [0.306, 0.629, 6.274], [0.820, 2.475, -2.530], [-0.686, -0.328, 6.121], [-5.450, 1.857, 0.058], [0.602, 1.308, -3.247], [-1.206, 3.724, 2.790], [0.531, -2.441, -2.459], [0.499, -1.244, -3.171], [3.640, 4.357, 6.768], [0.865, 2.451, -1.149], [-4.351, 1.100, 0.762], [-4.572, -0.179, 1.268], [0.618, -1.137, -0.373], [1.191, -2.973, -6.991], [0.471, -3.651, -0.262], [0.574, -3.521, 1.132], [-6.820, -0.068, 0.513], [-0.813, -0.454, 4.672], [-6.701, 1.161, -0.140], [1.360, -3.748, -8.187], [-0.372, -5.260, -7.414], [0.577, 0.068, -2.557], [1.550, 2.327, 4.623], [-7.508, 1.536, -0.755], [5.430, 2.341, 1.764], [0.877, 3.468, -2.951], [0.416, -4.637, -0.676], [-5.938, -1.798, 1.461], [2.516, -5.873, -10.172], [0.340, 1.258, -4.291], [-3.793, -0.603, 1.922], [3.349, 1.136, 6.690], [3.510, 0.838, 0.608], [0.793, 0.887, 7.238], [0.433, 4.928, 5.344], [2.180, -3.476, -8.918], [4.434, 2.950, 4.317], [4.995, 2.995, 7.770], [0.503, -2.156, 2.834], [0.555, -4.428, 1.699], [-1.893, 3.827, 1.958], [0.106, -4.464, -3.272], [1.039, 3.328, -0.565], [-0.995, -6.092, -7.631], [1.688, -4.386, -10.812], [1.202, -5.875, -11.435], [-1.269, -0.805, 6.879], [1.794, -2.111, -6.771], [-7.808, -0.523, 0.377], [-1.528, -1.123, 4.099], [4.039, 5.365, 6.976], [-1.100, -4.864, -5.452], [-2.073, 5.178, 4.264]],
  "lowdin_spin": [0.000, 0.002, 0.013, 0.256, 0.014, 0.000, 0.000, 0.000, 0.000, 0.011, 0.000, 0.000, 0.000, 0.000, 0.000, 0.000, 0.000, 0.000, 0.000, 0.233, 0.000, 0.000, 0.000, 0.000, 0.000, 0.018, 0.000, 0.000, 0.000, 0.000, 0.000, 0.000, 0.000, 0.000, 0.000, 0.000, 0.000, 0.000, 0.000, 0.117, 0.000, 0.000, 0.000, 0.000, 0.000, 0.000, 0.146, 0.022, 0.000, 0.000, 0.000, 0.000, -0.015, 0.000, 0.171, 0.000, 0.000, 0.000, 0.000, 0.006, 0.000, 0.000, 0.000, 0.011, 0.000, 0.000, -0.002, 0.000, 0.000, 0.000, 0.000, 0.000, 0.000, 0.000, 0.000, 0.000, 0.000, 0.000, 0.000, 0.000, 0.000, 0.000, 0.000, 0.000, -0.004, 0.000, 0.000, 0.000, 0.000]
}

---

6.
{
  "formula": "C45H54As4Cl2F3O2PRe",
  "method": "ωB97M-V with the def2-TZVPD basis set",
  "spin_multiplicity": 4,
  "de_lowest_kj_mol": 8.9,
  "charge": 2,
  "s_squared": 3.7760,
  "total_energy_ha": -12479.838582,
  "max_force_ev_per_a": 1.58,
  "homo_lumo_gap_ev": [6.43, 5.17],
  "species": ["Re", "As", "As", "As", "As", "Cl", "Cl", "P", "F", "F", "F", "O", "O", "C", "C", "C", "C", "C", "C", "C", "C", "C", "C", "C", "C", "C", "C", "C", "C", "C", "C", "C", "C", "C", "C", "C", "C", "C", "C", "C", "C", "C", "C", "C", "C", "C", "C", "C", "C", "C", "C", "C", "C", "C", "C", "C", "C", "C", "H", "H", "H", "H", "H", "H", "H", "H", "H", "H", "H", "H", "H", "H", "H", "H", "H", "H", "H", "H", "H", "H", "H", "H", "H", "H", "H", "H", "H", "H", "H", "H", "H", "H", "H", "H", "H", "H", "H", "H", "H", "H", "H", "H", "H", "H", "H", "H", "H", "H", "H", "H", "H", "H"],
  "coordinates": [[-1.401, -1.018, 0.965], [-0.307, -1.670, 3.181], [0.208, 3.082, 5.668], [1.211, -2.249, -4.697], [-2.430, 0.961, 2.138], [-3.155, 2.288, -2.167], [-5.175, -1.470, -5.429], [0.688, -0.559, -0.404], [-3.543, -1.739, 3.010], [-4.175, -1.945, 0.947], [-2.887, -3.429, 1.849], [-1.629, -2.633, -0.387], [-2.205, 0.020, -0.575], [3.167, -0.042, -4.181], [1.766, 3.891, 0.002], [1.801, 3.631, 4.692], [4.448, 0.444, -3.943], [-1.133, -0.552, -5.037], [1.926, 1.631, 0.812], [-4.288, 1.137, 1.666], [0.919, 3.471, -1.015], [-0.435, -3.544, 3.632], [-4.295, -1.077, -4.007], [4.520, -1.940, -0.223], [-3.394, 0.617, -2.533], [-1.342, 0.598, 4.936], [4.046, -2.268, -4.390], [-0.050, 1.402, 4.635], [3.434, -1.087, -0.354], [-2.427, -2.751, -1.346], [1.099, 1.198, -0.228], [-0.021, 1.096, -6.967], [1.582, -1.355, 3.436], [0.743, 0.091, -6.384], [-1.102, -0.911, 4.788], [0.615, -2.151, -2.807], [-1.684, 2.600, 1.466], [5.530, -0.429, -3.925], [-3.095, -2.097, 1.775], [-2.520, 1.064, 4.072], [-1.339, 1.287, -6.579], [2.273, 2.970, 0.913], [-4.104, 0.265, -3.662], [2.951, -1.407, -4.406], [-1.797, 0.776, 6.398], [2.156, -1.541, -0.031], [1.979, -2.857, 0.394], [0.550, -0.750, -2.228], [-1.898, 0.454, -5.620], [0.200, -0.735, -5.401], [-3.042, -1.695, -2.059], [-3.767, -2.053, -3.214], [0.591, 2.127, -1.137], [-2.863, -0.353, -1.681], [-1.015, 4.279, 4.712], [3.065, -3.711, 0.517], [5.328, -1.784, -4.149], [4.337, -3.247, 0.214], [-2.028, -1.467, 4.934], [3.586, -0.076, -0.715], [0.981, -3.234, 0.598], [1.613, 3.663, 3.619], [0.818, 0.817, 4.944], [1.433, -0.187, -2.536], [-0.132, -4.163, 2.792], [5.189, -3.910, 0.304], [-0.982, 0.555, 7.090], [-1.597, -1.219, -4.312], [-0.867, 4.236, 3.632], [1.353, -2.767, -2.293], [-2.736, 2.113, 4.267], [-0.793, 5.290, 5.052], [-0.408, -1.231, 5.564], [-2.615, -3.769, -1.694], [2.073, 4.629, 5.034], [-1.935, 2.067, -7.038], [-0.337, -2.676, -2.755], [1.763, -0.056, -6.713], [0.070, 1.591, 3.560], [-2.135, 3.413, 2.028], [-3.888, -3.100, -3.476], [-3.417, 0.494, 4.316], [5.511, -1.586, -0.476], [1.760, -1.415, 4.505], [2.045, 4.935, 0.077], [-2.632, 0.105, 6.625], [-4.518, 1.043, -4.292], [6.532, -0.049, -3.759], [-2.939, 0.576, -5.344], [1.880, -0.379, 3.069], [4.605, 1.507, -3.796], [-4.392, 1.141, 0.585], [-4.872, 0.330, 2.095], [-0.600, 2.620, 1.561], [-1.457, -3.786, 3.903], [-2.056, 4.071, 4.961], [0.414, 1.726, -7.733], [0.524, 4.186, -1.726], [6.172, -2.464, -4.161], [2.920, -4.735, 0.839], [3.901, -3.325, -4.586], [2.148, -2.123, 2.920], [-0.321, -0.209, -2.592], [0.231, -3.708, 4.474], [2.953, 3.293, 1.690], [-1.956, 2.665, 0.414], [2.345, 0.916, 1.508], [2.631, 2.958, 4.908], [-2.127, 1.795, 6.596], [2.345, 0.660, -4.248], [-4.612, 2.093, 2.071], [-0.064, 1.817, -1.942]],
  "lowdin_spin": [2.413, 0.044, 0.001, 0.001, 0.027, 0.003, 0.005, 0.041, 0.013, 0.021, 0.002, 0.085, 0.135, 0.000, 0.010, 0.000, 0.000, 0.000, 0.011, 0.000, 0.000, 0.022, 0.013, 0.000, 0.012, 0.001, 0.000, 0.001, -0.001, 0.017, 0.025, 0.000, 0.004, 0.000, 0.005, 0.001, 0.020, 0.000, 0.020, 0.004, 0.000, -0.001, -0.001, 0.000, 0.001, -0.002, 0.003, 0.003, 0.000, 0.000, 0.015, 0.004, 0.011, 0.007, 0.000, 0.001, 0.000, 0.000, 0.000, 0.000, 0.003, 0.000, 0.000, 0.000, 0.000, 0.000, 0.000, 0.000, 0.000, 0.000, 0.000, 0.000, 0.000, 0.001, 0.000, 0.000, 0.000, 0.000, 0.001, 0.002, 0.000, 0.000, 0.000, 0.000, 0.001, 0.000, 0.000, 0.000, 0.000, 0.000, 0.000, 0.000, 0.000, 0.000, 0.000, 0.000, 0.000, 0.000, 0.000, 0.000, 0.000, 0.000, 0.000, 0.002, 0.000, 0.000, 0.000, 0.000, 0.000, 0.000, -0.001, 0.001]
}